# 1
Here is C6H8NaO6 as an isolated structure from the Open Molecules 2025 dataset. Energies are from ωB97M-V with the def2-TZVPD basis set.

## Properties
HOMO energy (spin up / spin down) (eV): -5.6 / -5.6
LUMO (spin up / spin down) (eV): -3.12 / -3.12

```
! wB97M-V def2-TZVPD RIJCOSX def2/J DEFGRID3
* xyz 0 2
O -2.678 -2.035 0.150
C -3.179 -3.280 -0.173
O -2.865 -4.246 0.545
O -3.886 -3.289 -1.199
C -1.812 -1.937 1.268
H -2.307 -2.372 2.159
H -0.903 -2.540 1.103
C -1.468 -0.515 1.506
H -2.152 0.266 1.168
H -0.808 -0.282 2.344
O 2.366 1.078 -1.402
C 2.724 2.337 -1.400
C 1.231 0.875 -0.442
O 3.690 2.769 -2.006
O 2.017 3.076 -0.578
C 1.128 2.262 0.210
H 1.577 0.103 0.253
H 0.364 0.633 -1.067
H 1.482 2.276 1.246
H 0.126 2.696 0.141
Na 5.353 2.124 -3.827
*
```

natural (NBO) population analysis, charges in e, atoms 1 to 6: number 1, O, carries -0.57; number 2, C, carries 0.94; number 3, O, carries -0.80; number 4, O, carries -0.78; number 5, C, carries -0.15; number 6, H, carries 0.21

# 2
Here is C6H8O2 in the gas phase from the Open Molecules 2025 dataset. Energies are from ωB97M-V with the def2-TZVPD basis set.

## Properties
Structure (SMILES): C[C@@]12C[C@H]1OCC2=O
HOMO energy (eV): -9.0
LUMO (eV): 0.86

```
! wB97M-V def2-TZVPD RIJCOSX def2/J DEFGRID3
* xyz 0 1
C -0.201 1.571 -0.267
C -0.556 0.085 -0.452
C -0.109 -0.359 -1.800
C 0.663 -0.808 -0.583
C 0.579 -0.508 1.599
C -0.892 -0.535 0.929
H -0.486 1.896 0.801
H -0.939 2.168 -0.901
H 0.786 1.894 -0.584
H -0.478 -1.266 -2.247
H 0.150 0.496 -2.445
H 0.348 -1.885 -0.439
H 0.671 -1.447 2.153
H 0.757 0.282 2.306
O 1.526 -0.508 0.479
O -1.819 -1.076 1.450
*
```

natural (NBO) population analysis, charges in e, atoms 1 to 6: number 1, C, carries -0.62; number 2, C, carries -0.24; number 3, C, carries -0.35; number 4, C, carries 0.09; number 5, C, carries -0.19; number 6, C, carries 0.61

# 3
Here is C6H8O2 in the gas phase from the Open Molecules 2025 dataset. Energies are from ωB97M-V with the def2-TZVPD basis set.

## Properties
Structure (SMILES): C=C(O)CC(C)=C=O
HOMO energy (eV): -8.4
LUMO (eV): 0.78

```
! wB97M-V def2-TZVPD RIJCOSX def2/J DEFGRID3
* xyz 0 1
C -1.043 -2.035 -0.082
C 0.688 -1.036 -1.481
C 0.472 1.301 0.288
C -0.299 -0.858 -0.659
C 0.674 1.625 1.558
C -0.717 0.534 -0.217
O 1.338 1.600 -0.719
O 1.564 -1.236 -2.226
H 2.122 2.036 -0.364
H -0.660 -2.969 -0.484
H -0.935 -2.052 1.003
H -2.103 -1.961 -0.322
H -0.037 1.367 2.319
H 1.552 2.161 1.877
H -1.151 1.080 -1.060
H -1.464 0.442 0.569
*
```

natural (NBO) population analysis, charges in e, atoms 1 to 6: number 1, C, carries -0.58; number 2, C, carries 0.72; number 3, C, carries 0.35; number 4, C, carries -0.35; number 5, C, carries -0.54; number 6, C, carries -0.44

# 4
Here is C6H8O2 in the gas phase from the Open Molecules 2025 dataset. Energies are from ωB97M-V with the def2-TZVPD basis set.

## Properties
Structure (SMILES): O[C@@]12C=CO[C@H]1CC2
HOMO energy (eV): -8.8
LUMO (eV): 0.76

```
! wB97M-V def2-TZVPD RIJCOSX def2/J DEFGRID3
* xyz 0 1
C -0.062 -0.540 -0.038
C 1.388 -0.418 -0.549
C 1.401 0.884 0.240
C -0.115 0.897 -0.046
C -2.093 0.044 0.090
C -1.357 -0.858 -0.548
H -0.010 -1.777 1.764
H 1.189 -0.244 -1.722
H 1.964 -1.353 -0.273
H 1.829 1.104 1.367
H 2.002 1.668 -0.290
H -0.125 1.520 -0.953
H -3.185 0.404 0.359
H -1.619 -1.762 -1.103
O 0.178 -0.773 1.308
O -1.385 1.202 0.394
*
```

natural (NBO) population analysis, charges in e, atoms 1 to 6: number 1, C, carries 0.14; number 2, C, carries -0.40; number 3, C, carries -0.40; number 4, C, carries 0.07; number 5, C, carries 0.17; number 6, C, carries -0.38

# 5
Here is a 2-piece molecular cluster, C6H8O2 overall from the Open Molecules 2025 dataset. Energies are from ωB97M-V with the def2-TZVPD basis set.

## Properties
Structure (SMILES): Oc1ccccc1.O
HOMO energy (eV): -8.6
LUMO (eV): 0.66

```
! wB97M-V def2-TZVPD RIJCOSX def2/J DEFGRID3
* xyz 0 1
O -2.370 4.650 4.131
H -3.244 5.056 3.936
H -1.718 5.240 3.689
O 0.000 0.000 0.000
C -3.930 1.246 -0.938
C -3.161 1.948 0.052
C -3.390 0.109 -1.566
C -1.823 1.607 0.296
C -2.055 -0.317 -1.224
C -1.283 0.411 -0.315
H 0.400 0.687 0.587
H -4.997 1.485 -1.042
H -3.646 2.801 0.544
H -4.088 -0.434 -2.217
H -1.179 2.261 0.898
H -1.666 -1.240 -1.674
*
```

natural (NBO) population analysis, charges in e, atoms 1 to 6: number 1, O, carries -0.94; number 2, H, carries 0.47; number 3, H, carries 0.47; number 4, O, carries -0.67; number 5, C, carries -0.25; number 6, C, carries -0.19

# 6
Here is C6H8O2 in the gas phase from the Open Molecules 2025 dataset. Energies are from ωB97M-V with the def2-TZVPD basis set.

## Properties
Structure (SMILES): C[C@@H]1O[C@H]2C=CO[C@H]12
HOMO energy (eV): -9.2
LUMO (eV): 0.73

```
! wB97M-V def2-TZVPD RIJCOSX def2/J DEFGRID3
* xyz 0 1
C 2.048 -0.528 0.493
C 1.284 0.071 -0.622
C -0.460 1.020 0.235
C -1.940 1.050 -0.066
C -2.234 -0.326 0.117
C -0.243 -0.284 -0.656
H 1.557 -0.446 1.422
H 3.257 -0.356 0.623
H 2.109 -1.577 0.276
H 1.986 -0.129 -1.557
H -0.295 0.724 1.355
H -3.024 1.425 0.408
H -3.100 -0.767 0.329
H -0.700 -0.032 -1.714
O 0.984 1.372 -0.353
O -1.229 -1.218 -0.288
*
```

natural (NBO) population analysis, charges in e, atoms 1 to 6: number 1, C, carries -0.63; number 2, C, carries 0.09; number 3, C, carries 0.02; number 4, C, carries -0.36; number 5, C, carries 0.17; number 6, C, carries 0.06

# 7
Here is C6H8O2 in the gas phase from the Open Molecules 2025 dataset. Energies are from ωB97M-V with the def2-TZVPD basis set.

## Properties
Structure (SMILES): CC(=O)/C(C)=C\C=O
HOMO energy (eV): -10.1
LUMO (eV): -0.58

```
! wB97M-V def2-TZVPD RIJCOSX def2/J DEFGRID3
* xyz 0 1
C -1.890 0.176 0.592
C 1.147 -1.577 -0.936
C -1.014 -0.303 -0.540
C 0.470 -0.372 -0.346
C 0.681 1.860 0.782
C 1.191 0.562 0.294
O -1.505 -0.662 -1.609
O 1.180 2.412 1.747
H -0.154 2.302 0.213
H 2.256 0.427 0.460
H -1.396 0.043 1.558
H -2.148 1.227 0.442
H -2.808 -0.417 0.609
H 1.962 -1.272 -1.601
H 1.562 -2.207 -0.142
H 0.465 -2.199 -1.524
*
```

natural (NBO) population analysis, charges in e, atoms 1 to 6: number 1, C, carries -0.72; number 2, C, carries -0.65; number 3, C, carries 0.55; number 4, C, carries -0.03; number 5, C, carries 0.39; number 6, C, carries -0.28

# 8
Here is C6H8O2 as an isolated structure from the Open Molecules 2025 dataset. Energies are from ωB97M-V with the def2-TZVPD basis set.

## Properties
HOMO energy (eV): -8.6
LUMO (eV): 0.21

```
! wB97M-V def2-TZVPD RIJCOSX def2/J DEFGRID3
* xyz 0 1
C -0.890 0.892 1.850
C -0.328 0.746 0.335
C 0.944 0.871 -0.118
C 0.938 0.074 -1.362
C -0.064 -0.839 -1.295
C -0.930 -0.406 -0.320
H -1.097 -0.676 2.500
H -1.578 1.898 1.942
H -0.134 1.066 2.582
H 1.529 1.467 0.413
H 0.934 0.631 -2.219
H 2.149 -1.625 -1.486
H 0.048 -2.119 -1.757
H -1.733 -0.844 0.098
O -1.865 -0.301 2.224
O 2.098 -0.677 -1.799
*
```

natural (NBO) population analysis, charges in e, atoms 1 to 6: number 1, C, carries -0.13; number 2, C, carries -0.04; number 3, C, carries -0.20; number 4, C, carries -0.05; number 5, C, carries -0.15; number 6, C, carries -0.23

# 9
Here is a 2-piece molecular cluster, C6H8O2 overall from the Open Molecules 2025 dataset. Energies are from ωB97M-V with the def2-TZVPD basis set.

## Properties
HOMO energy (eV): -8.9
LUMO (eV): -2.83

```
! wB97M-V def2-TZVPD RIJCOSX def2/J DEFGRID3
* xyz 0 1
C 1.395 -1.442 -0.016
C 0.234 -0.611 0.069
C -0.903 -1.246 -0.034
C -2.096 0.667 -0.148
C -1.026 1.428 0.090
C 0.399 0.792 0.285
H 0.899 -2.458 -0.313
H 1.993 -1.318 0.862
H 1.940 -1.156 -0.750
H -0.757 -2.403 -0.413
H -3.112 0.978 -0.356
H -1.034 2.477 -0.020
H 0.990 1.133 1.139
H 1.886 2.749 0.487
O -2.145 -0.768 -0.183
O 1.337 1.180 -0.698
*
```

natural (NBO) population analysis, charges in e, atoms 1 to 6: number 1, C, carries -0.57; number 2, C, carries -0.14; number 3, C, carries 0.19; number 4, C, carries 0.12; number 5, C, carries -0.29; number 6, C, carries 0.01

# 10
Here is a 3-piece molecular cluster, C6H8O5 overall from the Open Molecules 2025 dataset. Energies are from ωB97M-V with the def2-TZVPD basis set.

## Properties
Structure (SMILES): O=C1CCCO1.O=C=O.C=O
HOMO energy (eV): -10.1
LUMO (eV): 0.42

```
! wB97M-V def2-TZVPD RIJCOSX def2/J DEFGRID3
* xyz 0 1
C 0.982 0.513 -0.012
C 4.945 1.982 -0.342
C -0.314 0.278 -0.768
C -1.396 0.129 0.391
C -0.663 0.796 1.557
C 2.810 -2.204 -0.424
O 5.171 1.160 -1.143
O 2.132 0.595 -0.361
O 4.873 2.845 0.376
O 1.686 -2.700 0.052
O 0.734 0.764 1.333
H -0.585 1.270 -1.400
H -0.322 -0.514 -1.586
H -2.401 0.550 0.293
H -1.377 -0.991 0.405
H -1.167 1.772 1.482
H -0.750 0.439 2.558
H 3.006 -1.904 -1.487
H 3.771 -2.304 0.311
*
```

natural (NBO) population analysis, charges in e, atoms 1 to 6: number 1, C, carries 0.80; number 2, C, carries 1.03; number 3, C, carries -0.53; number 4, C, carries -0.43; number 5, C, carries -0.08; number 6, C, carries 0.25

Energy above the lowest of the compared OMol25 structures with the same formula, charge and spin (computed, kcal per mole): 76.74, 106.29, 36.88, 146.76, 13.10, 160.19, 28.24, 145.05, 203.17, 39.99
Calculated total energy (computed, Eh): -847.0572, -383.7407, -383.8513, -383.6762, -383.8892, -383.6548, -383.8651, -383.6790, -383.5863, -609.5855